Version w
This record from the OMol25 dataset describes a 2-piece molecular cluster, C4H4 overall. The level of theory is ωB97M-V/def2-TZVPD.

Each line ends with the Mulliken charge.
CARTESIAN COORDINATES (ANGSTROEM)
C1 1.794 0.488 -0.148  -0.1652
H1 2.488 1.305 -0.458  0.3549
C2 -1.886 0.426 0.169  -0.3058
H2 0.853 -1.351 1.023  0.3392
H3 -2.144 1.430 0.606  0.3064
H4 -0.706 -1.242 -0.760  0.5952
C3 1.203 -0.490 0.271  -0.5347
C4 -1.192 -0.448 -0.360  -0.5901

Calculated values
HOMO energy, eV: -9.5159
E_LUMO, eV: 1.085
Total charge: 0
Structure (SMILES): C#C.C#C
Gap between HOMO and LUMO, eV: 10.60

Version x
This record from the OMol25 dataset describes C4H4 in the gas phase. The level of theory is ωB97M-V/def2-TZVPD.

Each line ends with the Mulliken charge.
CARTESIAN COORDINATES (ANGSTROEM)
C1 0.063 0.603 0.136  -0.2688
C2 -0.643 -0.603 -0.104  -0.1969
H1 -0.836 -1.149 -1.159  0.1481
H2 2.455 0.422 -0.215  0.3311
H3 -0.259 1.271 0.885  0.2069
C3 1.412 0.115 -0.206  -0.1109
H4 -1.559 -0.919 0.473  0.2511
C4 0.814 -1.032 0.236  -0.3606

Calculated values
HOMO energy, eV: -8.5480
E_LUMO, eV: 0.774
Total charge: 0
Structure (SMILES): C1=C2C[C@H]12
Gap between HOMO and LUMO, eV: 9.32

Of them, the most stable is version x and the least stable is version w.

Version w
This record from the OMol25 dataset describes an isolated ion of composition C5H8N and charge +1. The level of theory is ωB97M-V/def2-TZVPD.

Each line ends with the Mulliken charge.
CARTESIAN COORDINATES (ANGSTROEM)
H1 -0.034 -1.221 -1.096  0.3079
C1 0.404 1.376 0.470  -0.3888
H2 -1.751 0.853 -1.255  0.3577
C2 -1.781 0.357 -0.237  -0.9950
H3 0.120 -1.973 0.333  0.4014
H4 2.563 1.622 0.206  0.3738
C3 1.709 -0.528 -0.154  -0.1535
H5 -0.751 0.028 1.464  0.4357
C4 1.759 0.786 0.142  -0.1982
H6 -2.435 1.092 0.323  0.3512
H7 2.557 -1.170 -0.517  0.3990
C5 0.327 -0.940 -0.062  -0.5066
N1 -0.433 0.251 0.467  0.1305
H8 -2.255 -0.534 -0.084  0.4850

Calculated values
HOMO energy, eV: -14.2442
E_LUMO, eV: -5.909
Total charge: +1
Gap between HOMO and LUMO, eV: 8.34

Version x
This record from the OMol25 dataset describes C5H8N as an isolated structure. The level of theory is ωB97M-V/def2-TZVPD.

Each line ends with the Mulliken charge.
CARTESIAN COORDINATES (ANGSTROEM)
H1 -0.814 1.880 -0.080  0.2649
C1 -0.527 1.455 0.912  -0.0466
C2 0.802 1.382 1.459  -0.1330
C3 0.244 -0.986 -0.489  -0.2581
H2 -1.396 -0.522 -1.762  0.3806
C4 -0.373 -0.599 -1.760  -1.1099
H3 1.511 -0.700 2.224  0.4292
H4 -1.234 1.820 1.707  0.2618
H5 0.034 0.477 -2.072  0.2574
H6 1.251 -1.101 -0.495  0.3977
N1 -0.145 -0.019 1.065  -0.0638
H7 -0.035 -1.934 -0.083  0.3764
C5 0.969 0.175 1.965  -0.1202
H8 -0.287 -1.327 -2.591  0.3635

Calculated values
HOMO energy, eV: -14.8507
E_LUMO, eV: -5.416
Total charge: +1
Gap between HOMO and LUMO, eV: 9.43

Version y
This record from the OMol25 dataset describes C5H8N as an isolated structure. The level of theory is ωB97M-V/def2-TZVPD.

Each line ends with the Mulliken charge.
CARTESIAN COORDINATES (ANGSTROEM)
C1 2.502 0.528 0.244  -0.8548
C2 -0.943 -1.182 -0.437  -0.4970
N1 -0.422 0.063 -0.042  0.0842
C3 -1.752 0.586 0.163  -0.3627
H1 2.758 0.995 1.078  0.3454
H2 -3.119 -1.297 -0.167  0.3926
H3 0.408 1.597 0.639  0.2471
H4 2.668 -0.539 0.138  0.3119
H5 2.848 1.047 -0.731  0.3252
C4 0.803 0.616 0.254  0.2628
H6 -0.741 -2.053 0.259  0.3189
C5 -2.304 -0.564 -0.211  -0.2847
H7 -2.006 1.591 0.354  0.4102
H8 -0.699 -1.389 -1.541  0.3008

Calculated values
HOMO energy, eV: -14.7808
E_LUMO, eV: -5.066
Total charge: +1
Gap between HOMO and LUMO, eV: 9.72

Version z
This record from the OMol25 dataset describes an isolated ion of composition C5H8N and charge +1. The level of theory is ωB97M-V/def2-TZVPD.

Each line ends with the Mulliken charge.
CARTESIAN COORDINATES (ANGSTROEM)
H1 -0.790 2.372 -1.666  0.3621
C1 0.412 -0.262 -0.720  -0.0282
C2 -0.407 -1.490 -0.956  -1.1072
C3 -0.230 1.531 0.413  -0.0252
C4 0.631 -0.073 1.808  -0.0729
H2 0.335 -2.267 -1.143  0.3457
N1 0.395 0.384 0.672  0.1564
H3 -0.911 -1.706 -0.064  0.3824
C5 -0.522 1.641 -0.914  -0.4676
H4 -1.113 -1.559 -1.786  0.3146
H5 0.433 0.526 2.690  0.2457
H6 -0.461 2.278 1.249  0.2567
H7 0.959 -1.143 1.893  0.2912
H8 1.269 -0.231 -1.475  0.3463

Calculated values
HOMO energy, eV: -14.3117
E_LUMO, eV: -5.342
Total charge: +1
Gap between HOMO and LUMO, eV: 8.97

Of them, the most stable is version y and the least stable is version x.

Version w
This record from the OMol25 dataset describes a 2-piece molecular cluster, C5H8N overall. The level of theory is ωB97M-V/def2-TZVPD.

Each line ends with the Mulliken charge.
CARTESIAN COORDINATES (ANGSTROEM)
H1 -1.604 -0.931 -1.284  0.2626
C1 2.060 -0.214 0.905  -0.6013
C2 -1.706 0.710 0.228  0.2554
C3 0.943 -0.079 0.113  0.4873
H2 2.153 1.329 -1.179  0.3277
C4 -2.252 -0.618 -0.297  -0.9141
N1 -0.603 1.132 0.632  -0.3231
H3 -2.472 1.454 0.201  0.4134
H4 1.742 0.306 1.729  0.3282
C5 2.086 0.423 -0.646  -0.5010
H5 -2.152 -1.484 0.346  0.3148
H6 -3.291 -0.543 -0.543  0.3221
H7 2.437 -0.427 -1.259  0.2846
H8 2.659 -1.058 1.054  0.3436

Calculated values
HOMO energy (alpha / beta), eV: -14.7468 / -14.7459
E_LUMO (alpha / beta), eV: -6.625 / -6.626
Total charge: +1
Gap between HOMO and LUMO (alpha / beta), eV: 8.12 / 8.12

Version x
This record from the OMol25 dataset describes a 2-piece molecular cluster, C5H8N overall. The level of theory is ωB97M-V/def2-TZVPD.

Each line ends with the Mulliken charge.
CARTESIAN COORDINATES (ANGSTROEM)
H1 -2.501 0.005 0.133  0.2601
H2 -0.399 0.644 1.153  0.3529
H3 -1.928 1.373 -0.843  0.3468
H4 -1.785 -0.520 -1.358  0.3450
H5 1.836 0.221 1.557  0.2827
C1 -0.384 0.288 0.145  0.0497
N1 0.721 -0.274 -0.156  -0.0760
H6 0.945 -0.558 -1.132  0.3304
C2 -1.643 0.293 -0.570  -0.5977
H7 2.081 -1.412 0.936  0.3716
C3 -2.704 -1.081 2.499  0.5654
C4 -2.441 -0.813 1.386  -0.7667
C5 1.932 -0.397 0.571  -0.8005
H8 2.816 -0.376 0.016  0.3363

Calculated values
HOMO energy (alpha / beta), eV: -15.0753 / -14.6955
E_LUMO (alpha / beta), eV: -6.276 / -6.251
Total charge: +1
Gap between HOMO and LUMO (alpha / beta), eV: 8.80 / 8.44

Version y
This record from the OMol25 dataset describes an isolated ion of composition C5H8N and charge +1. The level of theory is ωB97M-V/def2-TZVPD.

Each line ends with the Mulliken charge.
CARTESIAN COORDINATES (ANGSTROEM)
H1 -0.998 2.001 1.006  0.4051
C1 1.298 1.350 -1.798  0.0897
H2 0.908 -1.704 -1.637  0.4406
H3 1.724 2.031 -2.478  0.4908
H4 1.571 -2.034 -0.139  0.2952
H5 -0.078 -2.346 -0.200  0.3145
C2 0.629 -1.618 -0.651  -1.3505
H6 -1.239 -0.993 1.105  0.2963
H7 -2.146 0.825 1.650  0.3577
H8 -0.677 1.054 2.323  0.3794
C3 0.160 -0.262 -0.293  0.8607
C4 -0.720 -0.115 0.725  -0.1649
N1 0.753 0.745 -0.992  -0.0029
C5 -1.186 1.066 1.379  -1.4118

Calculated values
HOMO energy, eV: -14.0579
E_LUMO, eV: -4.971
Total charge: +1
Structure (SMILES): C#[N+]/C(C)=C\C
Gap between HOMO and LUMO, eV: 9.09

Of them, the most stable is version y and the least stable is version x.